The following is a DFT calculation (the ωB97M-V functional and the def2-TZVPD basis) of C5H7N as an isolated structure at a distorted geometry.

Results
HOMO-LUMO gap (eV): 8.948
Energy above the lowest of the compared OMol25 structures with the same formula, charge and spin (kcal/mol): 135.5
Electronic energy (a.u.): -249.257332
HOMO level (eV): -8.16

Geometry as ORCA input:
```
! RIJCOSX wB97M-V def2-TZVPD def2/J DEFGRID3
* xyz 0 1
N -1.1621 -1.1382 1.2114
C 0.0744 -1.3168 0.4239
H 0.3880 -1.6127 2.6205
H -0.6509 1.9095 -2.7728
H 0.2773 -2.3727 0.2357
C 0.0145 0.7786 -1.1439
C 0.1121 -0.8887 1.8552
C -0.0661 1.8946 -1.8654
H -1.6094 -0.2629 0.9534
H 1.2647 0.4750 -1.3066
H 0.5218 2.7620 -1.5860
H 0.4124 0.1354 2.0634
C 0.4234 -0.3632 -0.6889
*
```